Entry 1:
A cluster of 7 separate species, C19H37Cl12FNO2 in total at a distorted geometry, computed with ωB97M-V with the def2-TZVPD basis set.

Each line ends with the Mulliken charge.
Atoms and positions in Å:
C  -0.865  -4.808  0.878  -0.78
N  -1.874  -3.741  0.813  -0.34
C  -1.823  -2.928  -0.387  1.40
F  -1.561  -3.735  -1.512  -0.48
C  -0.829  -1.775  -0.297  -1.15
C  0.677  -2.054  -0.405  0.96
C  1.395  -0.704  -0.172  -0.66
C  1.122  -2.584  -1.770  -1.31
C  -3.264  -2.316  -0.548  -0.08
O  -4.027  -2.891  -1.333  -0.74
O  -3.488  -1.323  0.167  -0.72
H  -1.250  -5.761  0.508  0.27
H  0.018  -4.562  0.294  0.21
H  -0.545  -4.939  1.915  0.27
H  -2.789  -4.177  0.781  0.34
H  -1.002  -1.347  0.690  0.01
H  -1.083  -0.993  -1.017  0.42
H  1.035  -2.714  0.391  0.24
H  2.469  -0.862  -0.122  0.16
H  1.166  -0.061  -1.027  -0.33
H  0.995  -0.252  0.734  0.44
H  0.878  -1.847  -2.537  0.08
H  2.215  -2.687  -1.768  0.43
H  0.710  -3.560  -2.013  0.37
Cl  1.780  0.394  3.624  -0.13
C  3.495  0.226  4.069  -0.44
C  4.420  0.700  2.979  -0.57
Cl  4.377  -0.365  1.548  -0.14
H  3.677  -0.817  4.312  0.21
H  3.653  0.828  4.963  0.35
H  5.444  0.702  3.347  0.31
H  4.165  1.704  2.649  0.42
Cl  -2.078  -0.382  3.497  -0.19
C  -3.808  -0.322  3.059  -0.31
C  -4.483  0.901  3.611  0.16
Cl  -4.631  0.873  5.405  -0.25
H  -4.274  -1.235  3.420  0.32
H  -3.866  -0.321  1.968  0.18
H  -5.494  0.967  3.220  -0.25
H  -3.948  1.808  3.342  0.38
Cl  0.596  0.353  -4.732  -0.21
C  0.319  2.058  -4.288  -0.49
C  1.557  2.693  -3.708  -0.30
Cl  1.961  2.019  -2.106  -0.16
H  -0.511  2.091  -3.586  0.40
H  0.025  2.572  -5.196  0.23
H  1.395  3.760  -3.573  0.24
H  2.418  2.554  -4.357  0.25
Cl  6.464  -1.941  3.835  -0.16
C  7.401  -1.737  2.334  -0.41
C  8.719  -2.463  2.386  -0.52
Cl  9.856  -1.728  3.549  -0.20
H  7.539  -0.671  2.168  0.34
H  6.790  -2.134  1.526  0.28
H  9.195  -2.421  1.408  0.34
H  8.586  -3.505  2.666  0.33
Cl  -7.311  1.960  1.616  -0.19
C  -8.422  1.940  3.006  -0.42
C  -9.853  1.721  2.591  -0.46
Cl  -10.522  3.116  1.701  -0.20
H  -8.303  2.877  3.544  0.33
H  -8.103  1.125  3.655  0.30
H  -10.472  1.583  3.475  0.31
H  -9.948  0.844  1.955  0.33
Cl  0.128  5.153  -5.802  -0.16
C  1.089  5.415  -7.279  -0.47
C  2.373  4.627  -7.260  -0.45
Cl  3.515  5.234  -6.033  -0.18
H  1.276  6.482  -7.370  0.36
H  0.476  5.094  -8.120  0.29
H  2.868  4.711  -8.227  0.35
H  2.190  3.575  -7.053  0.28

Its total charge is -1. The calculation puts the highest occupied orbital energy at -4.547 eV. Its strongest force on any atom is 0.0205 Eh/bohr. The calculation puts the HOMO-LUMO gap at 0.2328 Eh.



Entry 2:
A cluster of 3 separate species, C19H37F7NO8S in total, computed with ωB97M-V with the def2-TZVPD basis set.

Each line ends with the Mulliken charge.
Atoms and positions in Å:
C  -0.628  -0.458  0.297  -1.11
C  0.699  -1.073  -0.179  0.14
C  1.934  -0.368  0.411  0.20
C  3.128  -0.204  -0.554  -0.50
N  3.544  1.155  -0.890  -0.59
S  2.508  2.135  -1.416  1.29
O  1.212  1.574  -1.772  -0.61
O  3.060  3.142  -2.292  -0.74
C  2.001  3.265  0.033  0.17
F  1.754  4.517  -0.415  -0.30
F  0.851  2.830  0.611  -0.21
C  3.044  3.416  1.167  0.72
F  4.198  3.888  0.657  -0.29
F  3.275  2.234  1.779  -0.26
C  2.653  4.387  2.320  0.37
F  1.535  3.996  2.944  -0.16
F  2.478  5.641  1.899  -0.26
F  3.640  4.400  3.231  -0.28
H  -1.075  -1.042  1.108  0.35
H  -1.367  -0.416  -0.507  0.36
H  -0.466  0.555  0.668  0.08
H  0.729  -2.134  0.095  0.49
H  0.745  -1.034  -1.271  -0.36
H  2.275  -0.930  1.290  0.56
H  1.634  0.612  0.781  -0.47
H  2.902  -0.768  -1.473  0.05
H  4.013  -0.676  -0.119  0.30
C  -4.099  -2.799  6.359  -0.78
O  -3.843  -1.474  5.968  -0.23
C  -4.168  -0.527  6.966  -0.59
C  -3.390  0.756  6.777  -0.34
O  -2.035  0.669  7.177  -0.43
C  -1.126  0.087  6.251  -0.49
C  -0.692  1.019  5.144  -0.43
O  -1.713  1.165  4.179  -0.26
C  -1.567  2.341  3.411  -0.68
H  -5.169  -2.973  6.531  0.32
H  -3.764  -3.447  5.551  0.24
H  -3.553  -3.058  7.274  0.32
H  -3.953  -0.934  7.963  0.35
H  -5.242  -0.293  6.918  0.38
H  -3.835  1.502  7.440  0.37
H  -3.481  1.107  5.747  0.19
H  -1.527  -0.838  5.831  0.24
H  -0.240  -0.156  6.841  0.38
H  0.210  0.604  4.673  0.35
H  -0.431  1.995  5.575  0.33
H  -1.581  3.232  4.050  0.39
H  -2.406  2.386  2.719  0.28
H  -0.636  2.333  2.835  0.11
C  2.031  0.893  -5.024  -0.56
O  1.737  -0.339  -5.669  -0.39
C  2.051  -1.447  -4.852  0.14
C  1.238  -2.658  -5.251  -0.54
O  -0.115  -2.612  -4.820  -0.42
C  -0.999  -1.802  -5.569  -0.37
C  -1.542  -2.476  -6.808  -0.59
O  -0.578  -2.511  -7.846  -0.26
C  -0.821  -3.527  -8.784  -0.77
H  3.106  1.002  -4.844  0.31
H  1.699  1.695  -5.680  0.34
H  1.515  0.972  -4.064  0.16
H  1.859  -1.213  -3.797  -0.27
H  3.118  -1.697  -4.954  0.47
H  1.664  -3.524  -4.739  0.40
H  1.306  -2.824  -6.329  0.22
H  -0.547  -0.840  -5.818  0.23
H  -1.850  -1.621  -4.907  0.37
H  -2.428  -1.922  -7.149  0.39
H  -1.854  -3.497  -6.552  0.34
H  -0.854  -4.513  -8.305  0.32
H  -0.004  -3.510  -9.503  0.23
H  -1.766  -3.370  -9.320  0.31

Its total charge is -1. The calculation puts the highest occupied orbital energy at -5.264 eV. Its strongest force on any atom is 0.0054 Eh/bohr. The calculation puts the HOMO-LUMO gap at 0.2823 Eh.



Entry 3:
A structure of composition C19H37IrN11Si4Te, computed with ωB97M-V with the def2-TZVPD basis set.

Each line ends with the Mulliken spin population.
Atoms and positions in Å:
Ir  -0.819  -0.170  0.790  0.00
C  -1.473  -2.099  1.580  0.00
C  -0.623  -1.452  2.540  0.00
C  0.654  -1.267  1.953  0.00
C  0.614  -1.815  0.615  0.02
C  -0.687  -2.333  0.415  0.00
H  -2.513  -2.345  1.717  0.00
H  -0.931  -1.096  3.510  0.00
H  1.501  -0.793  2.422  0.00
H  1.442  -1.861  -0.073  0.00
H  -1.044  -2.758  -0.510  0.00
N  -0.753  2.977  2.074  0.00
C  0.134  2.710  1.043  0.00
N  0.988  3.590  0.558  0.00
N  1.654  2.916  -0.399  0.00
N  1.211  1.716  -0.509  -0.01
N  0.245  1.540  0.418  0.03
C  -1.964  2.315  2.139  0.00
N  -3.074  2.769  2.693  0.00
N  -3.973  1.789  2.509  0.00
N  -3.449  0.791  1.884  0.00
N  -2.151  1.096  1.644  0.00
H  -0.774  3.942  2.365  0.00
C  6.474  -1.712  -3.640  0.00
Si  5.380  -0.805  -4.866  0.03
C  4.190  -2.020  -5.662  0.02
C  6.455  -0.047  -6.208  0.01
Si  4.210  0.896  -3.741  0.00
Te  2.574  -0.442  -2.394  0.89
Si  2.932  2.261  -5.154  -0.01
C  1.865  1.183  -6.262  0.00
C  4.061  3.330  -6.213  0.00
C  1.820  3.355  -4.118  0.00
Si  5.639  2.052  -2.274  0.01
C  4.891  3.698  -1.790  0.00
C  5.941  1.004  -0.749  0.01
C  7.275  2.356  -3.155  0.00
H  6.959  -2.565  -4.122  0.00
H  5.897  -2.082  -2.790  0.00
H  7.257  -1.056  -3.253  0.00
H  4.744  -2.846  -6.116  0.00
H  3.599  -1.540  -6.444  0.00
H  3.495  -2.438  -4.931  0.00
H  7.030  -0.830  -6.711  0.00
H  7.160  0.681  -5.803  0.00
H  5.851  0.458  -6.965  0.00
H  2.465  0.585  -6.952  0.00
H  1.191  1.806  -6.856  0.00
H  1.262  0.497  -5.663  0.00
H  4.700  2.728  -6.861  0.00
H  4.707  3.957  -5.594  0.00
H  3.468  3.992  -6.850  0.00
H  1.262  2.778  -3.377  0.00
H  1.102  3.876  -4.759  0.00
H  2.391  4.107  -3.571  0.00
H  3.865  3.596  -1.431  0.00
H  4.889  4.387  -2.639  0.00
H  5.486  4.155  -0.995  0.00
H  4.999  0.771  -0.250  0.00
H  6.579  1.544  -0.044  0.00
H  6.429  0.060  -0.998  0.00
H  7.132  2.903  -4.089  0.00
H  7.787  1.420  -3.388  0.00
H  7.938  2.949  -2.519  0.00
N  -3.141  0.496  -0.992  0.00
C  -3.566  0.761  -2.235  0.00
C  -2.462  0.765  -3.058  0.00
C  -1.379  0.498  -2.216  -0.02
N  -1.808  0.320  -0.973  0.00
H  -3.661  0.416  -0.123  0.00
H  -4.608  0.941  -2.436  0.00
H  -2.435  0.958  -4.115  0.00
H  -0.324  0.431  -2.437  0.01

As for the spin multiplicity: 2. The calculation puts the highest occupied orbital energy (spin up / spin down) at -7.785 / -7.557 eV. Its energy above the lowest of the compared OMol25 structures with the same formula, charge and spin is 0.0 kJ/mol. Its strongest force on any atom is 0.0127 Eh/bohr. The expectation value of S² is 0.754. The calculation puts the HOMO-LUMO gap (spin up / spin down) at 0.2912 / 0.2263 Eh.



Question: What is the formula in the first record?
Answer: C19H37Cl12FNO2



Question: The highest strongest force on any atom belongs to which entry?
Answer: C19H37Cl12FNO2



Question: Which of these has the highest strongest force on any atom?
Answer: C19H37Cl12FNO2